8
Properties=species:S:1:pos:R:3:lowdin_charge:R:1 method="wB97M-V/def2-TZVPD" spin_multiplicity=1 total_energy_ev=-6578.0751 charge=-1 homo_energy_ev="-1.55 / -1.55" fmax_ha_per_bohr=0.0658 orbital_gap_ev="6.9363 / 6.9353"
N 0.850 0.716 0.277 -0.225
N 0.711 -0.532 0.205 -0.203
N -1.348 -0.789 0.187 -0.214
O -1.719 0.583 -0.039 -0.337
H -0.914 1.092 0.205 -0.025
H 1.238 1.035 -0.543 -0.049
H 0.861 -0.864 -0.798 0.040
H -1.382 -0.860 1.300 0.013